Record 1
Molecular formula: C3H6Cl6
Method: DFT, the ωB97M-V functional and the def2-TZVPD basis

Calculated values
Energy above the lowest of the compared OMol25 structures with the same formula, charge and spin ... 7.5 kJ/mol
HOMO ... -10.9 eV
LUMO level ... 0.64 eV
SMILES ... ClCCl.ClCCl.ClCCl
Charge ... 0

Each line ends with the Löwdin charge.
Cartesian coordinates (Å):
C 17.962 7.689 0.105  -1.06
Cl 17.510 9.223 -0.636  0.51
Cl 17.064 6.329 -0.558  0.50
H 19.020 7.532 -0.072  -0.02
H 17.757 7.743 1.168  0.03
C 22.442 4.556 -0.425  -1.04
Cl 20.861 5.338 -0.235  0.52
Cl 23.781 5.712 -0.320  0.49
H 22.555 3.827 0.365  -0.01
H 22.475 4.104 -1.408  0.03
C 26.261 2.888 1.525  -1.02
Cl 25.060 2.311 0.368  0.52
Cl 27.873 3.013 0.816  0.51
H 25.963 3.874 1.861  0.02
H 26.302 2.186 2.349  0.02


Record 2
Molecular formula: C37H52AsGdN7OS
Method: DFT, the ωB97M-V functional and the def2-TZVPD basis

Calculated values
Energy above the lowest of the compared OMol25 structures with the same formula, charge and spin ... 0.0 kJ/mol
HOMO (spin up / spin down) ... -9.0 / -9.3 eV
<S²> ... 16.03
LUMO level (spin up / spin down) ... -4.57 / -2.54 eV
2S+1 ... 8
Charge ... +1

Each line ends with the Löwdin charge.
Cartesian coordinates (Å):
Gd -16.367 -3.079 9.067  1.53
N -16.487 -1.137 10.776  -0.07
C -17.436 -1.271 11.928  -0.22
C -18.063 -2.652 12.054  -0.18
N -17.142 -3.743 11.667  -0.25
C -15.910 -3.827 12.449  -0.17
C -14.836 -4.684 11.748  -0.21
N -14.560 -4.256 10.367  -0.07
C -17.842 -5.041 11.668  -0.19
C -18.663 -5.269 10.414  -0.23
N -17.833 -5.250 9.202  -0.06
H -15.533 -0.993 11.176  0.02
H -16.673 -0.229 10.300  0.06
H -18.265 -0.561 11.817  0.11
H -16.919 -1.001 12.857  0.12
H -18.946 -2.683 11.386  0.11
H -18.410 -2.830 13.083  0.14
H -16.117 -4.281 13.450  0.15
H -15.538 -2.807 12.623  0.12
H -15.131 -5.733 11.760  0.11
H -13.936 -4.614 12.348  0.12
H -14.247 -5.070 9.837  0.10
H -13.809 -3.551 10.344  0.06
H -18.500 -5.111 12.553  0.14
H -17.109 -5.829 11.830  0.11
H -19.465 -4.533 10.318  0.09
H -19.197 -6.231 10.574  0.13
H -18.409 -5.167 8.356  0.06
H -17.262 -6.093 9.145  0.10
O -15.246 -4.199 7.176  -0.20
C -15.605 -5.266 6.283  -0.14
C -16.832 -4.819 5.553  -0.28
C -16.823 -4.679 4.153  -0.01
C -17.986 -4.348 3.444  -0.02
C -19.095 -3.970 4.238  -0.03
C -19.031 -4.140 5.627  -0.11
N -17.952 -4.631 6.266  0.08
H -14.305 -4.050 7.214  0.08
H -15.915 -6.160 6.851  0.13
H -14.804 -5.480 5.566  0.14
H -15.896 -4.872 3.606  0.12
H -18.050 -4.438 2.366  0.11
H -19.998 -3.496 3.831  0.11
H -19.884 -3.875 6.261  0.11
S -12.997 -0.596 10.732  0.64
C -13.688 -1.387 9.529  -0.97
N -14.337 -1.951 8.686  -0.12
C -17.914 6.029 9.781  -0.03
C -18.193 4.550 9.466  -0.24
C -17.218 3.736 8.841  -0.03
C -17.380 2.404 8.535  -0.27
C -16.108 1.711 8.002  -0.05
C -18.614 1.735 8.807  -0.27
As -18.879 -0.259 8.483  1.30
N -17.437 -1.258 7.670  -0.35
C -17.057 -0.850 6.429  -0.46
C -17.895 -0.180 5.477  -0.05
C -17.540 -0.037 4.157  -0.08
C -16.293 -0.525 3.719  -0.10
C -15.397 -1.032 4.639  -0.11
C -15.724 -1.151 5.965  -0.07
C -20.636 -0.402 7.514  -0.29
C -21.126 0.500 6.503  -0.26
C -20.842 2.007 6.488  -0.03
C -22.064 -0.013 5.570  -0.02
C -22.760 -1.209 5.732  -0.26
C -23.834 -1.691 4.740  -0.04
C -22.426 -1.931 6.871  -0.05
C -21.459 -1.552 7.818  -0.29
C -21.483 -2.246 9.167  -0.07
C -19.592 2.516 9.518  -0.28
C -20.839 1.926 10.153  -0.06
C -19.333 3.878 9.801  -0.04
H -16.860 6.244 9.617  0.07
H -18.177 6.233 10.819  0.08
H -18.500 6.704 9.177  0.07
H -16.228 4.157 8.573  0.12
H -15.237 2.179 8.501  0.09
H -15.977 1.820 6.933  0.08
H -16.063 0.632 8.218  0.03
H -18.846 0.247 5.812  0.06
H -18.194 0.448 3.457  0.10
H -15.983 -0.446 2.696  0.09
H -14.403 -1.345 4.306  0.11
H -15.014 -1.532 6.719  0.05
H -19.792 2.261 6.527  0.06
H -21.273 2.448 7.372  0.07
H -21.283 2.439 5.609  0.07
H -22.400 0.642 4.744  0.12
H -23.705 -1.195 3.770  0.08
H -24.843 -1.525 5.117  0.08
H -23.728 -2.772 4.609  0.07
H -22.992 -2.844 7.109  0.12
H -22.453 -2.756 9.264  0.09
H -21.328 -1.564 9.980  0.05
H -20.676 -2.977 9.256  0.04
H -21.442 1.486 9.382  0.05
H -21.385 2.753 10.600  0.08
H -20.553 1.151 10.876  0.07
H -20.076 4.432 10.385  0.12


Record 3
Molecular formula: C4H9NO2
Method: DFT, the ωB97M-V functional and the def2-TZVPD basis

Calculated values
Energy above the lowest of the compared OMol25 structures with the same formula, charge and spin ... 141.6 kJ/mol
HOMO ... -9.7 eV
LUMO level ... 1.02 eV
Charge ... 0

Each line ends with the Löwdin charge.
Cartesian coordinates (Å):
C -0.418 -1.801 -0.773  -0.07
C -0.474 -0.510 0.041  -0.45
C 0.602 -0.477 1.125  -0.26
O 0.460 0.642 1.961  -0.06
N -0.308 0.704 -0.765  0.01
C 0.425 3.444 -0.673  0.00
O 0.463 3.519 0.461  0.01
H -1.195 -1.806 -1.545  0.07
H -0.565 -2.679 -0.134  0.08
H 0.557 -1.899 -1.271  0.08
H -1.444 -0.421 0.550  0.15
H 0.531 -1.366 1.759  0.12
H 1.596 -0.493 0.638  0.12
H 0.315 1.395 1.369  0.04
H 0.497 0.601 -1.384  0.08
H -1.121 0.866 -1.352  0.08


Record 4
Molecular formula: C25H41GeIrN2OS2Si3
Method: DFT, the ωB97M-V functional and the def2-TZVPD basis

Calculated values
HOMO (spin up / spin down) ... -10.7 / -10.9 eV
<S²> ... 0.83
LUMO level (spin up / spin down) ... -5.92 / -5.45 eV
2S+1 ... 2
Charge ... +1

Each line ends with the Löwdin charge.
Cartesian coordinates (Å):
Ir -0.984 -0.535 -0.390  0.90
C -0.635 -2.536 2.000  0.00
C -0.694 -2.522 0.490  -0.42
N 0.387 -2.157 -0.189  -0.07
N 0.775 -2.663 -1.331  -0.05
C 0.830 -2.001 -2.434  -1.09
S 0.092 -0.456 -2.670  0.68
S 1.606 -2.724 -3.820  0.94
C 2.926 -3.709 -3.001  -0.37
C 4.095 -2.810 -2.754  -0.32
C 5.093 -2.704 -3.715  -0.05
C 6.143 -1.823 -3.540  -0.07
C 6.200 -1.024 -2.410  -0.08
C 5.208 -1.125 -1.447  -0.08
C 4.159 -2.013 -1.616  -0.05
C -1.737 -3.373 -0.151  -0.16
C -1.667 -4.748 -0.101  -0.03
C -2.649 -5.523 -0.700  -0.07
C -3.688 -4.908 -1.390  -0.07
C -3.790 -3.539 -1.435  0.01
C -2.823 -2.716 -0.806  -0.38
O -2.929 -1.433 -0.811  -0.14
H 0.136 -3.244 2.309  0.10
H -0.379 -1.558 2.399  0.04
H -1.586 -2.863 2.411  0.10
H 2.498 -4.110 -2.087  0.07
H 3.162 -4.514 -3.694  0.09
H 5.044 -3.316 -4.605  0.12
H 6.905 -1.747 -4.300  0.11
H 7.021 -0.335 -2.281  0.11
H 5.249 -0.497 -0.569  0.10
H 3.386 -2.093 -0.862  0.10
H -0.829 -5.209 0.401  0.12
H -2.610 -6.597 -0.612  0.11
H -4.423 -5.516 -1.898  0.11
H -4.608 -3.058 -1.947  0.12
C -3.147 0.293 3.004  -0.22
Si -3.045 1.903 1.975  0.46
C -3.112 3.446 3.098  -0.18
C -4.346 1.902 0.582  -0.21
Ge -0.865 1.543 0.719  0.54
Si -0.777 3.550 -0.822  0.42
C -0.940 5.220 0.095  -0.19
C -2.158 3.312 -2.116  -0.21
C 0.936 3.446 -1.660  -0.22
Si 1.124 1.744 2.265  0.44
C 1.154 0.397 3.626  -0.21
C 1.139 3.470 3.084  -0.19
C 2.602 1.526 1.073  -0.22
H -4.071 0.259 3.573  0.03
H -2.322 0.205 3.705  0.01
H -3.136 -0.569 2.342  0.01
H -4.077 3.493 3.591  0.04
H -2.987 4.367 2.537  0.01
H -2.351 3.414 3.871  0.02
H -5.326 1.638 0.968  0.04
H -4.079 1.168 -0.175  0.01
H -4.432 2.874 0.106  0.02
H -1.903 5.338 0.579  0.01
H -0.835 6.030 -0.621  0.04
H -0.169 5.352 0.846  0.01
H -3.142 3.532 -1.715  0.01
H -2.165 2.290 -2.486  0.02
H -1.997 3.970 -2.965  0.03
H 1.736 3.737 -0.986  0.01
H 0.970 4.116 -2.515  0.03
H 1.137 2.441 -2.021  0.00
H 0.184 0.255 4.090  0.01
H 1.848 0.679 4.412  0.03
H 1.491 -0.560 3.241  0.02
H 0.245 3.653 3.670  0.02
H 1.227 4.261 2.347  0.01
H 1.991 3.553 3.753  0.04
H 2.416 0.724 0.362  0.01
H 3.513 1.292 1.616  0.03
H 2.783 2.435 0.509  0.01


So what do the calculations give for E? Going down the list: -78342.8314, -144195.2176, -9878.5933, -136268.7044 eV.